Entry A
Density functional theory data (the ωB97M-V functional and the def2-TZVPD basis) for an isolated molecule of C4H11N3O.

Its structure (SMILES) is CN(C)[C@H](N)/C=N\O. As for the multiplicity: 1. The value obtained for the HOMO energy is -7.8 eV.

Each line ends with the Löwdin charge.
CARTESIAN COORDINATES (ANGSTROEM)
H 0.09986 2.35981 -1.59417  0.0882
C -0.39611 -1.49594 -0.38627  -0.1065
H -1.22164 -2.19459 -0.52930  0.0840
H 0.38695 -1.99716 0.20155  0.0855
O 2.16541 0.29225 -1.44230  -0.1081
H -0.75261 1.82337 0.59172  0.1403
N -0.30765 1.45243 -1.40522  0.0667
H -2.25501 -1.32356 1.45005  0.0802
N -0.89805 -0.30564 0.26292  -0.2368
N 2.18977 0.40815 -0.01844  0.0074
H -0.75024 -0.93016 2.29196  0.0805
C -0.25833 1.08225 -0.04557  -0.3281
H -1.94730 0.34396 1.94733  0.0815
H 1.15744 0.74097 1.61911  0.1166
C 1.05732 0.63287 0.54443  -0.1595
C -1.48287 -0.56069 1.55715  -0.1137
H 0.10657 0.75380 -2.01853  0.0624
H 3.09670 0.16304 -1.66246  0.0876
H 0.00978 -1.24514 -1.36395  0.0718

---

Entry B
Density functional theory data (the ωB97M-V functional and the def2-TZVPD basis) for a cluster of 2 separate species, C4H11N3O in total.

Its structure (SMILES) is CC/C(O)=N\C.[H]/N=N\[H]. As for the multiplicity: 1. The value obtained for the HOMO energy is -9.3 eV.

Each line ends with the Löwdin charge.
CARTESIAN COORDINATES (ANGSTROEM)
H -1.37335 -0.17764 0.25650  0.1071
H 1.61891 1.41536 -1.35307  0.0786
H -1.68176 -2.31185 0.40755  0.0820
N -1.59735 -1.76516 -0.47198  -0.0516
H -0.64021 2.06358 -0.56125  0.0584
H 0.05148 2.53556 0.99864  0.0815
H 1.84325 -1.35744 1.68684  0.1070
H 0.23387 0.40998 -1.83666  0.0624
C -0.64589 0.48535 0.94805  -0.1827
H 0.02785 -2.73604 -0.89347  0.0734
H -0.96652 0.36218 1.98280  0.1113
N 1.41131 -0.34242 -0.23934  0.0172
C -0.72938 1.94222 0.51699  -0.0947
H -1.68893 2.35853 0.82231  0.0721
O 0.98690 -0.94436 1.86431  0.0369
H 1.88207 -0.10789 -2.21486  0.0692
C 1.26206 0.38962 -1.46883  -0.1549
C 0.66903 -0.18686 0.77831  -0.4780
N -0.66335 -2.03270 -1.22285  0.0047

---

Q: What are the energies relative to the best structure? A: entry A 0.0224; entry B 0.0000, in hartree.

---

Entry A
Density functional theory data (the ωB97M-V functional and the def2-TZVPD basis) for an isolated molecule of C4H11N3O.

Its structure (SMILES) is CC(=O)N[C@@H](C)NN. As for the multiplicity: 1. The value obtained for the HOMO energy is -8.9 eV.

Each line ends with the Löwdin charge.
CARTESIAN COORDINATES (ANGSTROEM)
C -2.28415 -0.40725 0.20680  -0.0525
C -1.04611 0.47945 0.19791  -0.4093
H 2.90769 -0.37156 -0.73349  0.0860
H -0.02841 -0.94444 -0.97233  0.1229
H 1.90114 -0.68826 -2.16764  0.0766
H 0.75250 -1.16697 1.25823  0.0503
H -2.76096 -0.39513 -0.77928  0.0787
N -0.04815 0.03492 -0.72850  0.0596
H -2.04331 -1.45312 0.42611  0.0664
H 0.26556 1.33201 1.61134  0.1005
H -0.53591 -1.39224 2.24616  0.0627
N -0.36671 0.52819 1.53239  -0.1007
H 2.84192 0.79324 -2.09480  0.0872
C 2.26638 0.08774 -1.49048  -0.0098
H -1.33220 1.50592 -0.05776  0.1451
C 1.14191 0.81875 -0.80794  -0.4996
N 0.19686 -0.72741 1.99361  -0.0043
H -3.01697 -0.05306 0.93954  0.0831
O 1.18893 2.01921 -0.57987  0.0569

---

Entry B
Density functional theory data (the ωB97M-V functional and the def2-TZVPD basis) for an isolated molecule of C4H11N3O.

Its structure (SMILES) is CO[C@@H](C)N=C(N)N. As for the multiplicity: 1. The value obtained for the HOMO energy is -8.6 eV.

Each line ends with the Löwdin charge.
CARTESIAN COORDINATES (ANGSTROEM)
H -1.89911 0.85312 1.79474  0.0939
H 2.22603 1.39908 -1.25152  0.0866
H -3.19499 1.07643 -0.08845  0.0845
H 1.35026 -0.79256 -1.43074  0.1343
H -0.29208 0.28068 1.62482  0.0865
H 2.15313 2.23171 0.32048  0.0852
H 0.51708 -2.82608 -0.23180  0.0798
H -2.72874 0.30057 -1.53304  0.0929
C -1.40863 0.07171 -0.04591  -0.5411
N -0.56439 -0.44010 -0.86860  0.0896
H 0.40710 -1.88252 1.27323  0.0677
N -1.24589 0.27266 1.29709  0.1604
H 0.67892 2.04661 -0.67220  0.0810
C 1.61351 1.56470 -0.35404  -0.1306
O 1.37437 0.37280 0.33818  -0.2100
N -2.66722 0.34026 -0.52888  0.1185
C 0.77153 -0.71331 -0.49605  -0.4210
C 0.92816 -1.98854 0.32611  -0.0337
H 1.98095 -2.16721 0.52659  0.0756

---

Entry C
Density functional theory data (the ωB97M-V functional and the def2-TZVPD basis) for an isolated molecule of C4H11N3O.

Its structure (SMILES) is C[C@@H]1N(C)OC1(N)N. As for the multiplicity: 1. The value obtained for the HOMO energy is -8.8 eV.

Each line ends with the Löwdin charge.
CARTESIAN COORDINATES (ANGSTROEM)
H 1.31482 0.53354 1.88752  0.0920
H 0.62840 2.47102 -0.44542  0.0800
N -1.16718 -0.23738 0.52984  -0.0223
H -0.50471 0.42523 -1.40885  0.1295
C -2.14407 -1.04308 -0.18335  -0.0971
C -0.31629 0.53567 -0.33296  -0.3029
H -3.03854 -0.42678 -0.33703  0.0924
C -0.23308 2.00416 0.04332  -0.0656
C 0.92137 -0.48199 0.16903  -0.6493
H 2.80793 0.13566 1.05571  0.0858
H -2.43855 -1.90362 0.42141  0.0846
H -1.12656 2.54654 -0.28267  0.0726
H 1.17984 -1.88572 -1.26075  0.0874
H 2.59891 -1.19289 -0.74805  0.0749
N 1.61693 -1.03111 -0.93728  0.1140
H -0.15157 2.14719 1.12401  0.0682
N 1.79692 0.17580 1.07018  0.1153
H -1.77685 -1.40400 -1.15081  0.0815
O 0.03227 -1.36822 0.78616  -0.0410

---

Entry D
Density functional theory data (the ωB97M-V functional and the def2-TZVPD basis) for a cluster of 2 separate species, C4H11N3O in total.

As for the multiplicity: 1. The value obtained for the HOMO energy is -8.6 eV.

Each line ends with the Löwdin charge.
CARTESIAN COORDINATES (ANGSTROEM)
C 0.05221 0.05497 1.46441  -0.2312
N -1.26555 1.68432 0.04183  0.1307
H -1.74838 1.43206 -2.07743  0.1332
H -0.23380 -0.11492 2.50695  0.1211
N 0.45502 -0.62929 -1.79258  0.1446
H 1.24128 -1.44182 0.94925  0.0386
H -0.61460 -0.58435 0.86382  0.0733
H 0.82604 -3.38007 -0.22613  -0.0285
C -0.96258 1.28109 -1.28994  -0.1829
H -1.53644 -0.88660 -1.32855  0.1438
O 0.41285 -2.53050 -0.03898  -0.3441
H 1.90418 -0.04891 0.52120  0.0530
H -0.09663 1.86177 -1.59915  0.1272
C -0.23660 1.52223 0.91117  -0.2429
H 0.64678 -1.53559 -1.20127  0.0411
C -0.67376 -0.22396 -1.44977  -0.2312
N 1.41250 -0.44609 1.31282  -0.0161
H 0.85431 1.85215 0.64511  0.1605
H -0.43684 2.13350 1.78725  0.1100

---

Q: What are the energies relative to the best structure? A: entry A 0.0241; entry B 0.0000; entry C 0.1004; entry D 0.2831, in hartree.

---

Entry A
Density functional theory data (the ωB97M-V functional and the def2-TZVPD basis) for an isolated molecule of C4H11N3O.

Its structure (SMILES) is CNCC(=O)N(C)N. As for the multiplicity: 1. The value obtained for the HOMO energy is -7.9 eV.

Each line ends with the Löwdin charge.
CARTESIAN COORDINATES (ANGSTROEM)
N 0.49416 0.92170 -1.86637  -0.1189
C 0.35664 0.09308 2.39316  -0.0989
H 0.59928 1.37305 0.19379  0.1139
H -0.56455 -2.79943 1.08226  0.0788
H 0.99674 0.15476 -2.31108  0.0848
N 0.18825 -0.89103 1.34824  -0.2337
H -1.02254 0.64572 -0.26024  0.1380
H -0.22600 1.69641 -3.68510  0.0709
H 1.32346 0.59771 2.32512  0.0875
O 0.78032 -1.69358 -0.86701  0.1115
H -0.46063 0.82510 2.37694  0.0796
C 0.55414 -0.75446 -0.17070  -0.3723
H -1.35822 0.59695 -2.93336  0.0750
H -1.08548 2.20408 -2.21802  0.0735
C -0.59280 1.36130 -2.71402  -0.1723
N -0.46348 -2.06773 1.78091  0.0337
H 0.30850 -0.38896 3.37090  0.0779
C 0.07012 0.60724 -0.37491  -0.1066
H 0.10206 -2.48187 2.52947  0.0775

---

Entry B
Density functional theory data (the ωB97M-V functional and the def2-TZVPD basis) for a structure of composition C4H11N3O.

As for the multiplicity: 1. The value obtained for the HOMO energy is -7.8 eV.

Each line ends with the Löwdin charge.
CARTESIAN COORDINATES (ANGSTROEM)
C 0.63556 -2.04221 -0.91562  -0.3687
C 0.46051 2.04470 1.97568  -0.1020
H -1.13948 1.65987 0.20616  0.1040
H 0.30190 3.10467 1.69729  0.0961
C -0.79262 0.88444 0.89740  -0.2135
O -1.54560 0.43576 -1.99910  -0.2533
H 0.66067 -2.73828 -0.05074  0.1878
H 2.59804 -2.32566 -1.05270  0.0520
H -0.78719 -0.54268 -1.45361  0.0368
N -0.51141 1.31850 2.36340  -0.0433
H 0.20753 -2.52306 -1.81075  0.1712
H 1.51561 1.72774 2.08846  0.0885
H -1.61514 0.26608 -2.94589  -0.0315
H 0.93628 0.66565 -0.42705  0.1254
N 1.91099 -1.57534 -1.16058  0.1481
H 0.98266 -0.41456 0.95475  0.1295
C 0.30752 0.04462 0.21597  -0.2485
H -1.64635 0.22197 0.98907  0.1149
N -0.27080 -1.02297 -0.54223  0.0065

---

Entry C
Density functional theory data (the ωB97M-V functional and the def2-TZVPD basis) for an isolated molecule of C4H11N3O.

Its structure (SMILES) is NCCNCC(N)=O. As for the multiplicity: 1. The value obtained for the HOMO energy is -9.0 eV.

Each line ends with the Löwdin charge.
CARTESIAN COORDINATES (ANGSTROEM)
N 1.03560 0.19124 0.29257  -0.0547
H -1.78210 1.71921 1.17096  0.1022
H -2.15426 -1.09904 1.69384  0.0596
O 1.75938 -0.04456 -3.14624  0.0527
C 0.71296 0.45804 -1.07819  -0.1888
C 0.15028 0.84782 1.31502  -0.1947
H 0.84262 -0.78085 0.48942  0.0780
N 1.29118 -1.82233 -1.85618  0.1619
N -1.97942 -0.18196 2.06877  -0.0047
H -0.33900 0.48730 -1.39115  0.1096
H 0.46203 1.89625 1.30715  0.1038
H 0.98747 -2.11515 -0.93995  0.0871
H 0.44486 0.45291 2.28064  0.1041
H -1.52262 0.48365 0.05000  0.0870
C -1.37824 0.72359 1.11017  -0.2702
H 1.02085 1.45737 -1.37374  0.1280
H 1.95198 -2.34044 -2.41054  0.1115
C 1.31489 -0.48326 -2.10888  -0.5373
H -2.81845 0.15019 2.52631  0.0649

---

Entry D
Density functional theory data (the ωB97M-V functional and the def2-TZVPD basis) for a cluster of 2 separate species, C4H11N3O in total.

Its structure (SMILES) is CNC(N)=O.C=NC. As for the multiplicity: 1. The value obtained for the HOMO energy is -8.9 eV.

Each line ends with the Löwdin charge.
CARTESIAN COORDINATES (ANGSTROEM)
H 0.00302 -1.77012 0.25663  0.1139
C -0.07261 2.09168 -0.84634  -0.0535
H -2.06810 -0.32628 -0.50882  0.0643
H 1.12321 -1.48813 2.52088  0.0815
H 0.06087 0.21711 -2.97320  0.0515
N -2.00655 -0.57214 0.47810  0.0958
H -2.81100 -0.19214 0.96071  0.0876
C 1.40918 -0.95110 1.61245  -0.0987
H 1.71405 0.05681 1.90378  0.0822
N 0.27990 -0.91230 0.71610  -0.0490
H 0.68315 2.55658 -1.49229  0.0738
C -0.81904 -0.04869 1.02965  -0.6258
O -0.86431 0.59926 2.08462  0.0186
H 2.25565 -1.43251 1.11770  0.0756
C 0.41859 -0.14237 -2.00957  -0.0263
H -0.41973 2.65451 0.03283  0.0827
N -0.45824 0.88722 -0.99249  -0.0832
H 1.50413 -0.05753 -1.95285  0.0625
H 0.06781 -1.16987 -1.93790  0.0465

---

Q: What are the energies relative to the best structure? A: entry A 0.0877; entry B 0.3612; entry C 0.0000; entry D 0.0622, in hartree.

---

Entry A
Density functional theory data (the ωB97M-V functional and the def2-TZVPD basis) for a cluster of 2 separate species, C4H11N3O in total.

As for the multiplicity: 1. The value obtained for the HOMO energy (alpha / beta) is -8.0 / -8.0 eV.

Each line ends with the Löwdin charge.
CARTESIAN COORDINATES (ANGSTROEM)
H 3.08204 -0.28733 -0.44989  0.1152
H 2.16956 -0.90095 1.01928  0.1012
N 0.44218 -0.40917 1.96607  0.0535
H -2.26012 0.88577 -1.54605  0.0829
C -1.09162 0.15233 0.09920  -0.5135
H -0.78875 1.83161 -1.25963  0.0811
N 1.20112 0.29907 -0.24098  -0.0535
H -0.96199 -1.14207 -1.79736  0.0416
C -1.59921 1.28489 -0.77700  -0.0271
H -0.26490 -1.14531 1.90619  0.0816
C 0.02008 -0.96835 -1.36086  -0.0208
H 0.31620 -1.87804 -0.83815  0.0403
H 0.66607 -0.74622 -2.21051  0.0329
H 0.32971 0.06743 2.85212  0.0865
N 2.25681 -0.39041 0.12723  0.0362
O -1.86856 -0.66536 0.63499  -0.0122
H 0.27232 1.54393 1.15685  0.1417
C 0.23648 0.49190 0.85573  -0.3589
H -2.15740 1.97629 -0.13721  0.0913

---

Entry B
Density functional theory data (the ωB97M-V functional and the def2-TZVPD basis) for a cluster of 2 separate species, C4H11N3O in total.

Its structure (SMILES) is C[C@H](CN)N=C=O.N. As for the multiplicity: 1. The value obtained for the HOMO energy is -9.2 eV.

Each line ends with the Löwdin charge.
CARTESIAN COORDINATES (ANGSTROEM)
H 1.30640 2.14056 1.10171  0.0935
N 1.44334 -1.06624 -1.44466  -0.0034
H 1.89344 -1.95474 -1.63001  0.0641
H -0.03630 -1.93612 -0.28695  0.1179
H -0.54034 -1.70244 -1.97296  0.1116
O 0.11284 -0.48105 2.46437  0.1165
C 0.16403 0.19501 1.50684  -0.4165
H -2.58475 0.82401 -0.20909  0.0773
H 1.05949 2.42282 2.86291  0.0501
H -2.26014 -0.82598 0.33845  0.0810
C -0.63210 0.07595 -0.76244  -0.4030
H 1.55653 -0.48225 -2.26747  0.0667
N 0.01950 0.66548 0.37593  0.0672
H 2.31372 1.42335 2.36986  0.0511
N 1.41408 1.82152 2.12935  0.0408
H -0.50514 0.78292 -1.58963  0.1312
C 0.03313 -1.25799 -1.14151  -0.2628
C -2.12443 -0.12322 -0.48341  -0.0576
H -2.63328 -0.52159 -1.36131  0.0743

---

Entry C
Density functional theory data (the ωB97M-V functional and the def2-TZVPD basis) for a cluster of 2 separate species, C4H11N3O in total.

Its structure (SMILES) is CC(=O)NN.C=CN. As for the multiplicity: 1. The value obtained for the HOMO energy is -8.2 eV.

Each line ends with the Löwdin charge.
CARTESIAN COORDINATES (ANGSTROEM)
N 0.92015 -1.59451 -1.37745  0.0385
H 0.25343 2.98654 0.83526  0.0919
H 2.55739 -2.12598 0.73704  0.0412
N -2.51835 0.12706 -0.69290  0.0272
H 0.04756 1.57102 1.90160  0.0788
H 1.88930 -1.74931 -1.64241  0.0894
H 1.28428 -1.63197 1.98523  0.0348
H -1.91516 0.70463 1.18563  0.1319
C 0.37854 1.90267 0.91520  -0.0044
C 1.56528 -1.73442 0.94307  -0.0381
H 1.43514 1.64826 0.81619  0.0885
O -0.17149 1.41495 -1.38729  0.0452
C 0.72258 -1.38496 -0.03316  -0.3483
H -0.37077 -0.97566 0.26425  0.1179
C -0.38792 1.24055 -0.19537  -0.5140
H 0.50423 -0.86647 -1.95791  0.0675
H -2.41900 0.76623 -1.48959  0.0811
H -2.23792 -0.78026 -1.07304  0.0759
N -1.53728 0.48165 0.26566  -0.1050

---

Q: What are the energies relative to the best structure? A: entry A 0.1270; entry B 0.0000; entry C 0.0321, in hartree.